Record 1
Below is 7 unconnected molecules or ions with the total composition C13H17B2Br4N2O19, with properties calculated with wB97M-V/def2-TZVPD.

E_HOMO ... -7.213 eV
LUMO level ... 1.71 eV
ΔE to the lowest compared entry with this formula, charge and spin ... 0.0 kJ/mol

```
! wB97M-V def2-TZVPD RIJCOSX def2/J DEFGRID3
* xyz -1 1
N 19.6057 -7.8021 23.0023
H 19.6567 -6.8045 22.8527
H 20.2415 -8.2099 22.3318
H 18.6244 -7.9312 22.8012
H 19.8193 -8.1240 23.9355
N 18.9135 -3.2506 22.5811
H 18.9760 -4.2587 22.5793
H 19.0164 -2.8969 23.5215
H 17.9447 -3.1049 22.3356
H 19.6167 -2.8202 21.9977
O 19.1524 -2.2723 25.2407
C 19.2333 -3.4740 25.6743
O 20.3171 -4.2228 25.8145
B 19.8743 -5.5481 26.3814
O 18.4195 -5.4649 26.4226
C 17.9731 -4.2680 26.0374
O 16.8207 -3.8464 25.9335
O 20.4708 -5.9632 27.6634
C 21.1662 -7.0414 27.5281
O 21.8302 -7.6243 28.3967
C 21.0824 -7.4910 26.0590
O 20.2151 -6.7006 25.4562
O 21.6887 -8.4121 25.5472
O 20.6123 -5.5408 21.1512
C 19.7375 -5.6302 20.2893
O 18.9931 -4.6546 19.8284
B 18.0326 -5.2188 18.8338
O 18.3287 -6.6645 18.8084
C 19.2829 -6.9333 19.6420
O 19.7234 -8.0289 20.0514
O 16.6656 -4.8758 19.1618
C 16.1677 -4.1561 18.2085
O 15.0462 -3.6511 18.2285
C 17.1398 -3.9373 17.0834
O 18.2158 -4.6848 17.4562
O 16.9467 -3.3395 15.9910
O 16.9756 -7.8417 22.6172
C 16.8094 -6.4973 22.7743
O 15.6620 -6.1306 22.6326
O 17.7720 -5.7690 23.0316
H 16.0410 -7.7985 22.4019
Br 20.0174 -12.1340 26.5171
C 20.0339 -11.2108 24.7749
C 19.2411 -11.9470 23.7710
Br 19.2928 -10.9422 21.9984
H 21.0709 -11.1793 24.4405
H 19.6726 -10.1950 24.9351
H 18.1730 -11.9827 23.9851
H 19.6092 -12.9599 23.6073
Br 25.3575 -7.7834 19.2009
C 24.6291 -8.6618 20.8582
C 23.0681 -8.6055 20.8995
Br 22.3701 -9.3536 22.6040
H 25.0525 -8.2162 21.7584
H 24.8871 -9.7208 20.8639
H 22.7465 -9.2048 20.0477
H 22.6177 -7.6155 20.8276
*
```


Record 2
Below is a molecular structure, C28H30Br2Cl5IrN8, with properties calculated with wB97M-V/def2-TZVPD.

E_HOMO ... -13.438 eV
LUMO level ... -6.35 eV

```
! wB97M-V def2-TZVPD RIJCOSX def2/J DEFGRID3
* xyz 2 1
Ir 0.0331 -0.4083 -0.1599
C 2.9529 1.0815 -0.5825
N 2.9272 1.2185 0.8609
C 4.1459 1.6307 1.5552
C 3.6220 2.1676 2.8883
N 2.1843 1.8884 2.8317
C 1.3981 2.0750 4.0445
C 1.8204 1.4018 1.6306
N 0.6100 1.1043 1.2025
C -0.5939 1.6148 1.8194
C -1.4713 2.1448 0.7254
N -1.3272 1.3442 -0.4920
C -1.7366 1.9174 -1.5918
N -2.3269 3.1323 -1.7080
C -3.2436 3.7965 -0.7781
C -2.3335 3.5847 -3.1011
C -1.4513 2.5413 -3.7765
N -1.5324 1.3692 -2.8842
C -2.6688 0.4985 -3.2505
H 3.8627 0.5583 -0.8732
H 2.9343 2.0568 -1.0781
H 2.1014 0.5048 -0.9281
H 4.6762 2.3913 0.9824
H 4.8124 0.7757 1.6838
H 3.7936 3.2379 3.0078
H 4.0631 1.6570 3.7434
H 2.0661 1.9703 4.8975
H 0.6222 1.3229 4.1296
H 0.9582 3.0724 4.0916
H -0.4092 2.4328 2.5102
H -1.1081 0.8151 2.3522
H -1.1783 3.1715 0.4970
H -2.4958 2.1508 1.0954
H -2.7414 4.5258 -0.1454
H -3.7627 3.0726 -0.1583
H -3.9915 4.3228 -1.3680
H -1.9217 4.5901 -3.1740
H -3.3524 3.6032 -3.4948
H -0.4149 2.8731 -3.8223
H -1.7858 2.2838 -4.7772
H -3.6254 1.0317 -3.2205
H -2.7143 -0.3359 -2.5663
H -2.5134 0.1265 -4.2611
Cl 0.8597 -1.1573 3.2766
C -0.6743 -1.6404 2.6439
C -1.0131 -1.4545 1.2984
C -2.2817 -1.9041 0.9265
Cl -2.7461 -1.7790 -0.7360
C -3.1896 -2.4666 1.8160
Cl -4.7195 -3.0034 1.2760
C -2.8329 -2.6021 3.1522
Cl -3.9400 -3.2543 4.2754
C -1.5646 -2.2085 3.5610
Cl -1.0980 -2.4298 5.1928
Br -1.0788 -5.1273 -4.7430
C -0.4778 -3.7252 -3.6689
C -0.6839 -2.4071 -4.0423
C -0.2952 -1.4151 -3.1651
N 0.2948 -1.6695 -1.9913
C 0.6166 -2.9387 -1.7079
C 0.2155 -3.9942 -2.4972
C 1.4978 -3.0664 -0.5432
C 2.1124 -4.2531 -0.2020
C 3.0106 -4.2627 0.8555
Br 3.8215 -5.8602 1.3817
C 3.3066 -3.0755 1.4989
C 2.6358 -1.9354 1.1043
N 1.7287 -1.9185 0.1270
H -1.1406 -2.1652 -4.9915
H -0.4350 -0.3719 -3.3920
H 0.4265 -5.0176 -2.2236
H 1.9079 -5.1668 -0.7391
H 4.0231 -3.0477 2.3071
H 2.8297 -0.9961 1.5925
*
```


Record 3
Below is a molecular structure, C34H25AsCl5N2O2S2Tc, with properties calculated with wB97M-V/def2-TZVPD.

E_HOMO (alpha / beta) ... -10.550 / -10.696 eV
LUMO level (alpha / beta) ... -5.10 / -4.77 eV
ΔE to the lowest compared entry with this formula, charge and spin ... 56.8 kJ/mol

```
! wB97M-V def2-TZVPD RIJCOSX def2/J DEFGRID3
* xyz 1 2
Tc 0.7502 -0.1077 -0.0292
Cl 2.8025 1.5938 -6.5843
C 2.6226 0.9077 -5.0215
C 1.6690 1.4043 -4.1469
Cl 0.6283 2.7030 -4.5823
C 1.5395 0.8084 -2.9011
Cl 0.2489 1.3255 -1.8155
C 2.3183 -0.2512 -2.4617
O 2.1543 -0.8216 -1.2828
C 3.2721 -0.7452 -3.3639
Cl 4.2000 -2.1030 -2.8726
C 3.4166 -0.1793 -4.6212
Cl 4.5614 -0.8292 -5.7167
S -0.4478 -2.1819 -0.2549
C -0.1475 -2.6117 -1.8904
N -0.1658 -1.7652 -2.8859
C 0.1730 -2.4040 -4.0431
C 0.2900 -1.7743 -5.2962
C 0.6861 -2.5233 -6.3706
C 0.9605 -3.9022 -6.2318
C 0.8425 -4.5431 -5.0232
C 0.4458 -3.7803 -3.9196
S 0.2146 -4.2612 -2.2908
H 0.0705 -0.7197 -5.3873
H 0.7923 -2.0595 -7.3408
H 1.2690 -4.4675 -7.1002
H 1.0497 -5.5995 -4.9324
N 3.4716 -1.4387 2.8325
C 2.6494 -0.6934 2.1100
O 1.7371 -1.2323 1.4450
C 2.7336 0.7909 2.0903
C 2.1337 1.2716 0.7730
H 3.3725 -2.4426 2.8257
H 4.2104 -1.0210 3.3737
H 3.7526 1.1399 2.2705
H 2.1231 1.1240 2.9371
H 2.9005 1.3196 -0.0050
H 1.7003 2.2620 0.8973
C -5.2921 -1.1065 0.9350
C -4.3547 -1.8187 1.6701
C -3.0910 -1.2881 1.8868
C -2.7657 -0.0370 1.3733
C -3.7026 0.6734 0.6324
C -4.9636 0.1353 0.4132
As -0.9955 0.7062 1.6036
C -0.4867 0.2785 3.4284
C -0.1863 -1.0473 3.7427
C 0.2374 -1.3897 5.0180
C 0.3939 -0.4061 5.9858
C 0.1282 0.9173 5.6710
C -0.3108 1.2611 4.3980
C -1.3976 2.5869 1.6827
C -2.3916 3.0345 2.5537
C -2.7266 4.3778 2.5886
C -2.0851 5.2796 1.7469
C -1.1102 4.8373 0.8688
C -0.7687 3.4892 0.8349
H -6.2785 -1.5184 0.7720
H -4.6060 -2.7875 2.0798
H -2.3802 -1.8568 2.4694
H -3.4628 1.6476 0.2207
H -5.6898 0.6920 -0.1633
H -0.2531 -1.8229 2.9893
H 0.4507 -2.4240 5.2541
H 0.7241 -0.6720 6.9807
H 0.2564 1.6893 6.4182
H -0.5087 2.3005 4.1724
H -2.9122 2.3352 3.1988
H -3.4952 4.7217 3.2676
H -2.3536 6.3269 1.7729
H -0.6154 5.5351 0.2070
H -0.0083 3.1577 0.1431
*
```


Record 4
Below is 2 unconnected molecules or ions with the total composition C5H13NO, with properties calculated with wB97M-V/def2-TZVPD.

E_HOMO ... -7.874 eV
SMILES string ... CC/C=C(/C)N.O
LUMO level ... 0.69 eV
ΔE to the lowest compared entry with this formula, charge and spin ... 174.3 kJ/mol

```
! wB97M-V def2-TZVPD RIJCOSX def2/J DEFGRID3
* xyz 0 1
C -0.1240 -3.0093 0.8723
C -0.5030 -1.4873 0.9546
N 1.4986 0.5345 0.1799
C 0.5279 0.0757 -0.6721
C -0.3880 -0.9033 -0.4420
C 0.7329 0.5429 -2.1435
H 0.4498 -3.3663 1.7337
H 0.4277 -3.1310 -0.0640
H -0.8932 -3.7717 0.7562
H -1.5313 -1.2668 1.2195
H 0.3346 -1.1404 1.5450
H 2.0283 1.3695 -0.0313
H 1.1799 0.7345 1.1152
H -0.8231 -1.4383 -1.2639
H 1.3653 -0.1377 -2.7801
H 1.2557 1.4844 -2.1079
H -0.2008 0.6589 -2.6661
H -1.3122 2.9607 0.2395
H -1.3265 4.3505 0.9811
O -1.5687 3.4201 1.0441
*
```


Record 5
Below is a molecular structure, C23H41NO2P2Y, with properties calculated with wB97M-V/def2-TZVPD.

E_HOMO (alpha / beta) ... -9.072 / -9.122 eV
LUMO level (alpha / beta) ... -4.56 / -4.03 eV
ΔE to the lowest compared entry with this formula, charge and spin ... 290.1 kJ/mol

```
! wB97M-V def2-TZVPD RIJCOSX def2/J DEFGRID3
* xyz 1 1
Y 0.3448 0.6254 0.9069
C -0.9650 -1.6543 2.9075
C 0.3565 -1.9424 2.4177
C 0.5515 -0.3979 4.1029
C -0.8279 -0.7217 3.9630
C 1.2929 -1.1418 3.1407
C -2.2224 -2.3000 2.4838
H -2.2291 -2.5113 1.4149
H -3.0819 -1.6560 2.6807
H -2.3864 -3.2495 3.0063
C -1.8885 -0.2511 4.8705
H -2.8266 -0.7656 4.6569
H -2.0767 0.8267 4.7924
H -1.6365 -0.4639 5.9185
C 1.0869 0.4821 5.1617
H 0.7579 0.1194 6.1542
H 0.7353 1.5278 5.0672
H 2.1866 0.4942 5.1565
C 2.7668 -1.2453 3.0275
H 3.1568 -2.1137 3.5778
H 3.2675 -0.3588 3.4194
H 3.0894 -1.3581 1.9869
C 0.7067 -2.9934 1.4351
H 1.0446 -3.9277 1.8995
H 1.5092 -2.6851 0.7564
H -0.1355 -3.2600 0.7917
C -1.3166 1.6227 -2.7042
C -1.8222 0.3917 -3.0458
C -1.2800 -0.4622 -4.1585
C 0.2852 -0.4138 -4.3553
C 1.0732 -0.1257 -3.1519
C 1.6804 1.1384 -2.7801
C 1.0089 2.4392 -3.4142
C -0.5092 2.4363 -3.6439
H -1.7629 -0.1571 -5.1285
H 0.5070 0.2651 -5.2069
H -1.5914 -1.5307 -4.0054
H -0.7607 2.1313 -4.6818
H -1.5469 2.1951 -1.8107
H -2.8040 -0.0548 -2.8026
H -0.8337 3.4854 -3.5110
H 1.3179 3.3049 -2.8014
H 2.7825 1.2794 -2.9595
H 1.4649 2.6411 -4.4137
H 0.5527 -1.4510 -4.6536
H 1.3095 -0.9990 -2.5555
P -2.2632 -0.3642 -0.5945
C -3.6432 0.7933 -0.8249
C -1.8695 -2.0521 -1.2662
P 2.2980 0.8280 -1.0038
C -0.7806 0.4314 -0.9286
C 3.5186 -0.5522 -1.1826
C 2.8053 2.5543 -0.7340
H -3.5868 1.5868 -0.0756
H -4.5483 0.2081 -0.6471
H -3.7152 1.2597 -1.8075
H -1.1999 -2.0161 -2.1429
H -2.8380 -2.5059 -1.5315
H -1.3915 -2.6456 -0.4705
H 2.3443 3.1184 -1.5557
H 3.8991 2.6368 -0.7853
H 2.4062 2.9412 0.2182
H -0.5940 1.5026 -0.6066
H -0.0795 0.0152 -1.6891
H 4.1877 -0.7154 -0.3063
H 4.0894 -0.2872 -2.0972
H 2.9392 -1.4907 -1.3392
O -1.4383 2.7096 3.3298
N -1.0419 2.2017 2.2963
O 0.1711 2.6279 1.8327
*
```


Record 6
Below is a molecular structure, C20H14MgN7OS4, with properties calculated with wB97M-V/def2-TZVPD.

E_HOMO ... -3.955 eV
LUMO level ... 1.40 eV
ΔE to the lowest compared entry with this formula, charge and spin ... 27.3 kJ/mol

```
! wB97M-V def2-TZVPD RIJCOSX def2/J DEFGRID3
* xyz -1 1
Mg 0.5209 0.1706 -0.5278
N 3.4161 -1.1422 2.5021
C 2.7099 -1.0063 1.3701
N 1.8014 -0.1110 1.1833
C 1.5138 0.8059 2.1921
N 0.6760 1.7819 2.0429
N 0.1381 1.7545 0.7721
C -0.6654 2.6585 0.4093
C -1.2159 2.5151 -0.9634
C -2.0861 3.4435 -1.5008
C -2.5837 3.2286 -2.7784
C -2.2056 2.0933 -3.4692
C -1.3296 1.2074 -2.8572
N -0.8406 1.4173 -1.6429
C 2.2003 0.6564 3.4792
C 1.9195 1.4694 4.5797
C 2.6014 1.2996 5.7642
C 3.5818 0.3079 5.8672
C 3.8700 -0.5076 4.7964
C 3.1710 -0.3312 3.6019
H 4.1225 -1.8569 2.5498
H 2.9262 -1.7043 0.5698
H -0.9613 3.4804 1.0568
H -2.3696 4.3124 -0.9219
H -3.2681 3.9395 -3.2236
H -2.5829 1.8825 -4.4596
H -1.0153 0.2845 -3.3318
H 1.1564 2.2268 4.4683
H 2.3787 1.9306 6.6138
H 4.1197 0.1736 6.7968
H 4.6252 -1.2804 4.8723
S -1.4089 -0.7836 1.1092
C -1.9862 -2.1216 0.1643
C -3.2757 -2.6644 0.5415
N -4.3082 -3.0653 0.8562
C -1.3316 -2.6731 -0.8879
S 0.2273 -2.1495 -1.5042
C -1.9375 -3.7748 -1.5975
N -2.3973 -4.6637 -2.1686
C 2.4908 -0.7416 -3.0834
O 2.1899 0.2769 -2.1092
C 3.2691 0.8481 -1.4137
S 4.6834 -0.0322 -1.2535
S 2.8455 2.3135 -0.7258
H 1.5850 -0.8459 -3.6732
H 2.7296 -1.6859 -2.6020
H 3.3324 -0.4118 -3.6870
*
```


no.,molecular weight (g/mol),strongest force on any atom (eV Å⁻¹),DFT total energy (eV)
1,846.5,5.1,-337176.456
2,1007.9,2.9,-246966.388
3,907.9,1.7,-190053.965
4,103.2,3.9,-8932.205
5,514.4,7.6,-49705.080
6,521.0,1.1,-82236.172